50
Properties=species:S:1:pos:R:3:forces:R:3 method="wB97M-V/def2-TZVPD" multiplicity=2 s_squared=0.78 e_lumo_ev="-5.27 / -4.37" gap_ev="6.5 / 7.5" total_charge=+1 homo_energy_ev="-11.770 / -11.840" relative_energy_kcal_mol=0.0
V -0.76191 -0.86230 -0.91315 0.289 0.176 -0.149
Cl -7.80895 -1.52386 1.61178 0.010 0.004 0.000
C -6.19982 -1.35702 1.06239 -0.032 -0.020 0.009
C -5.58174 -2.41651 0.39306 -0.008 -0.024 -0.011
Cl -6.42187 -3.88070 0.12233 0.002 0.017 0.008
C -4.27369 -2.28039 -0.05801 0.016 0.004 -0.012
Cl -3.46786 -3.54777 -0.87958 0.008 0.022 0.007
C -3.59819 -1.08250 0.16102 0.053 -0.003 -0.007
O -2.33316 -0.95300 -0.28875 -0.135 -0.103 0.067
C -4.20259 -0.02788 0.83592 0.035 0.004 0.022
Cl -3.30332 1.40934 1.09454 -0.013 0.006 -0.014
C -5.50948 -0.16408 1.28818 0.005 0.038 0.013
Cl -6.25853 1.13036 2.11915 -0.003 -0.013 -0.006
C 0.08451 0.37952 3.02919 0.019 0.044 0.010
N 1.38538 0.14201 2.40624 -0.021 0.002 -0.033
C 2.53933 0.84162 2.67236 -0.032 0.002 0.011
C 3.51130 0.31783 1.89021 -0.001 0.007 -0.035
N 2.93588 -0.69025 1.15316 0.008 0.019 0.012
C 3.63594 -1.52090 0.17483 -0.001 0.005 0.009
C 1.63837 -0.79433 1.47866 0.027 -0.033 0.039
Se 0.45479 -2.11412 0.84724 -0.066 -0.061 0.078
H 0.15159 1.29728 3.60739 0.012 -0.013 0.007
H -0.17177 -0.44859 3.68579 -0.005 -0.017 -0.023
H -0.67135 0.49597 2.25600 0.003 -0.021 0.005
H 2.56530 1.64703 3.38490 0.007 -0.003 -0.003
H 4.54900 0.58006 1.78299 -0.005 0.006 0.006
H 4.51314 -0.97614 -0.16344 0.008 -0.003 0.003
H 2.97334 -1.71111 -0.66438 0.001 0.001 -0.008
H 3.93804 -2.46122 0.63054 -0.008 -0.006 0.000
Br 2.05006 5.52466 1.64563 0.000 0.004 0.003
C 2.40605 4.05258 0.53192 0.019 0.004 -0.004
C 3.67696 3.88237 -0.01321 -0.005 -0.004 -0.008
N 3.99898 2.85878 -0.79823 -0.006 0.004 0.005
C 3.05899 1.96160 -1.06829 0.004 0.017 -0.015
C 1.77051 2.04678 -0.55405 0.027 -0.017 0.009
C 1.42793 3.11957 0.26138 -0.017 -0.005 -0.002
C 0.81905 0.95518 -0.77496 -0.052 -0.036 0.009
O 1.09388 -0.07133 -1.45759 -0.114 0.005 0.033
O -0.32678 0.95083 -0.20260 -0.025 -0.027 -0.075
H 4.45834 4.60309 0.19752 0.002 -0.004 -0.003
H 3.33312 1.13607 -1.71552 0.001 -0.002 0.006
H 0.42905 3.20766 0.66815 0.006 0.000 0.005
F -0.09508 -1.21602 -5.70206 0.005 0.029 -0.008
C 0.36385 -1.67766 -4.55444 -0.018 -0.037 -0.021
F 1.31714 -0.88503 -4.09673 0.012 -0.004 0.022
F 0.83546 -2.90476 -4.70905 -0.024 0.020 0.008
S -1.05339 -1.75767 -3.36366 -0.001 0.200 0.125
O -1.29193 -0.37028 -2.86620 0.041 -0.197 -0.064
O -2.10154 -2.43296 -4.02302 0.001 -0.015 -0.021
O -0.48233 -2.41180 -2.12555 -0.029 0.026 -0.007

***

49
Properties=species:S:1:pos:R:3:forces:R:3 method="wB97M-V/def2-TZVPD" multiplicity=5 s_squared=6.03 e_lumo_ev="-6.95 / -10.67" gap_ev="8.8 / 5.1" total_charge=+2 homo_energy_ev="-15.748 / -15.752"
Ru -0.34470 -0.19210 0.27505 -0.323 -1.319 0.127
C 3.83304 -0.60338 -0.21405 -0.029 0.107 -0.009
C 4.25696 0.71784 -0.15155 -0.051 -0.080 -0.003
C 3.31783 1.73871 -0.10127 -0.111 0.049 0.008
C 1.97272 1.42172 -0.12828 0.151 -0.059 -0.124
N 1.57563 0.12531 -0.17139 0.315 0.169 0.108
C 2.47856 -0.86465 -0.19946 0.197 -0.128 0.011
C 0.86733 2.39241 -0.13672 -0.128 0.259 -0.064
C 1.00608 3.76286 -0.20273 0.096 -0.125 0.010
C -0.13545 4.55782 -0.25555 -0.036 -0.049 -0.003
C -1.38537 3.96533 -0.24619 0.037 0.000 0.001
C -1.46480 2.58651 -0.16439 -0.105 0.177 -0.056
N -0.36660 1.83109 -0.11661 -0.073 -0.335 0.084
H 4.53714 -1.42146 -0.25391 -0.006 -0.006 0.014
H 5.31298 0.95165 -0.13732 -0.002 0.014 0.012
H 3.63120 2.76985 -0.02829 0.013 -0.007 -0.041
H 2.09265 -1.87568 -0.20665 -0.083 0.033 0.025
H 1.98731 4.21465 -0.21869 -0.012 0.005 0.002
H -0.03954 5.63376 -0.30964 -0.002 0.004 0.019
H -2.28947 4.55535 -0.27833 -0.013 -0.023 -0.018
H -2.41604 2.07344 -0.13443 0.004 -0.043 0.092
F -1.53695 -3.50697 2.20398 -0.119 0.038 -0.055
C -1.13110 -2.37190 2.71327 -0.148 0.078 -0.103
F 0.03143 -2.01933 2.09780 -0.080 0.068 0.219
F -0.89760 -2.48723 3.99915 0.010 -0.061 -0.003
S -2.43279 -1.01758 2.48419 0.717 -0.336 0.806
O -2.21544 -0.46262 1.10547 0.224 0.225 -0.517
O -3.67479 -1.64312 2.69073 -0.316 0.079 -0.012
N -2.01694 0.02780 3.56312 -0.222 -0.007 -0.207
S -0.98750 1.16528 3.21446 -0.057 0.167 0.162
O 0.15309 0.63399 2.43143 0.086 -0.177 -0.480
O -1.56455 2.36109 2.68891 0.004 0.075 0.096
C -0.22322 1.52340 4.87632 -0.073 -0.161 -0.339
F 0.70826 2.43943 4.65411 0.016 -0.008 0.079
F 0.32271 0.40805 5.32254 0.016 0.070 0.097
F -1.13000 1.97541 5.70693 -0.024 -0.021 -0.009
Br -0.95790 -4.67869 -6.38813 -0.011 0.660 0.632
C -0.96351 -3.38015 -5.07689 -0.019 -0.687 -0.570
C -1.01710 -1.99841 -5.45010 0.016 0.010 0.058
N -1.02641 -1.07198 -4.53483 -0.023 1.104 -0.329
C -0.96743 -1.37378 -3.24322 -0.022 -0.842 -0.317
C -0.86729 -2.70878 -2.78843 0.192 0.236 0.981
C -0.88233 -3.71411 -3.71413 -0.038 -0.366 0.160
C -0.78766 -3.08228 -1.27772 -0.322 -0.497 -1.139
O -1.02862 -4.22995 -1.01414 0.133 0.234 0.287
O -0.43214 -2.14777 -0.45723 0.279 1.511 0.271
H -1.01540 -1.68784 -6.48969 -0.011 -0.102 -0.010
H -1.03447 -0.54553 -2.54918 -0.029 0.043 0.019
H -0.85180 -4.74744 -3.38828 -0.017 0.021 0.028

***

35
Properties=species:S:1:pos:R:3:forces:R:3 method="wB97M-V/def2-TZVPD" e_lumo_ev=-1.41 gap_ev=3.6 homo_energy_ev=-5.046 relative_energy_kcal_mol=9.6
C 1.73525 2.00381 -0.92695 -0.426 1.161 -0.168
Na -0.20194 3.41564 -1.49170 0.711 -0.292 0.218
C 0.46276 0.82625 -1.67061 0.641 2.844 2.241
C 1.12019 -0.38438 -1.97404 2.962 -2.187 1.196
C 1.95829 -0.48204 -0.84564 -2.796 -0.006 -1.915
C 1.48147 0.77138 -0.23544 -2.943 1.189 -2.945
C 1.15393 0.84751 1.13667 0.561 -0.109 2.875
C 1.59899 -0.16511 1.97053 -1.401 2.725 -0.356
C 2.18527 -1.31940 1.38871 2.034 -2.110 -0.638
C 2.38287 -1.47309 0.01409 1.384 -0.922 2.068
H 2.81903 2.21000 -1.16399 -1.087 -0.675 -1.210
H -0.64801 1.02698 -1.77718 1.597 -0.024 0.531
H 1.11450 -0.98833 -2.87008 -0.213 -0.228 -0.003
H 0.96789 1.89895 1.46156 -0.464 -1.193 0.251
H 1.50513 0.01658 3.06290 0.300 -0.546 -0.857
H 2.68888 -2.03767 2.10046 -0.876 0.559 -1.026
H 2.94795 -2.27100 -0.44179 -0.031 -0.670 0.517
Cl 2.15880 0.32404 -4.75514 -0.266 0.784 -0.396
C 1.75841 2.02986 -5.27232 0.250 0.218 1.041
Cl 0.35619 2.67828 -4.23865 0.646 -0.358 -1.373
C 3.01320 2.84093 -4.87133 -0.241 -0.287 2.005
O 3.25022 2.98273 -3.68381 -0.070 0.167 -1.996
C 3.86906 3.31745 -5.98505 0.440 0.264 -1.439
C 3.51946 3.12308 -7.35390 1.044 0.498 0.761
C 4.40753 3.61588 -8.32974 -0.336 -0.158 0.232
C 5.54673 4.27102 -7.91886 0.524 0.272 0.856
C 5.81613 4.42395 -6.53971 -0.528 -0.287 -0.991
N 4.98229 3.94796 -5.64012 0.213 0.144 0.953
C 2.28469 2.45325 -7.66124 -1.697 -0.797 1.395
Cl 1.88240 2.17393 -9.31080 -0.085 0.049 -0.193
C 1.42318 2.01825 -6.69661 0.299 0.081 -1.607
H 4.19137 3.48561 -9.39123 0.020 0.029 0.378
H 6.26183 4.68385 -8.61055 -0.017 -0.031 -0.311
H 6.71555 4.93685 -6.18279 -0.353 -0.205 -0.129
H 0.49767 1.52107 -6.97921 0.203 0.101 0.036

***

50
Properties=species:S:1:pos:R:3:forces:R:3 method="wB97M-V/def2-TZVPD" e_lumo_ev=-7.57 gap_ev=6.6 total_charge=+2 homo_energy_ev=-14.219 relative_energy_kcal_mol=11.2
Sc 0.48053 -0.05988 -0.36792 -0.389 -0.651 -0.341
C 0.08172 2.00812 -4.18603 -0.049 0.045 -0.121
C 0.74507 1.80504 -2.99570 0.078 -0.015 0.021
N 0.20154 0.78093 -2.31788 -0.278 -0.099 0.010
N -0.83444 0.31084 -3.08890 0.019 -0.044 -0.004
C -0.91371 1.04130 -4.20826 0.021 0.024 -0.056
B -1.63071 -0.94009 -2.60005 -0.008 0.076 -0.074
N -2.32800 -0.55811 -1.23333 0.111 -0.026 0.090
C -3.62797 -0.44023 -0.96065 -0.164 0.061 0.035
C -3.78133 -0.01710 0.35682 -0.140 -0.010 -0.075
C -2.49565 0.11472 0.83410 0.029 -0.043 -0.049
N -1.61053 -0.21202 -0.12700 0.130 -0.058 -0.083
N -0.56142 -2.06023 -2.31946 0.027 -0.077 -0.007
C -0.46676 -3.27679 -2.86899 0.031 -0.028 -0.138
C 0.69090 -3.89369 -2.41779 -0.066 -0.135 -0.062
C 1.26723 -2.97134 -1.57061 0.104 0.084 0.031
N 0.51728 -1.85647 -1.51194 -0.119 -0.094 0.273
N -2.67794 -1.45858 -3.53520 0.129 0.046 0.314
C -3.49842 -2.53174 -3.28658 0.218 0.191 -0.006
C -4.37526 -2.62721 -4.32260 -0.116 0.066 -0.251
C -4.02748 -1.55123 -5.17568 -0.089 0.052 -0.153
N -3.01869 -0.84568 -4.70428 -0.240 -0.505 0.215
H 0.29072 2.74821 -4.94114 -0.022 -0.071 0.054
H 1.59505 2.33567 -2.59940 0.005 0.018 0.035
H -1.67001 0.80859 -4.94167 0.061 0.018 0.065
H -4.37688 -0.65790 -1.70775 0.083 0.019 0.038
H -4.70494 0.16686 0.88191 0.080 -0.028 -0.061
H -2.15945 0.42255 1.81107 0.028 0.009 -0.009
H -1.21367 -3.63147 -3.56218 0.065 0.045 0.036
H 1.05805 -4.87519 -2.67333 -0.052 0.115 -0.001
H 2.19621 -3.04778 -1.02350 -0.056 0.025 -0.010
H -3.39244 -3.13593 -2.39533 0.006 0.078 -0.085
H -5.15463 -3.35977 -4.46023 0.065 0.076 -0.004
H -4.48102 -1.26972 -6.11506 0.025 -0.028 0.069
Cl 1.78556 -1.64071 6.88556 0.019 0.009 0.023
C 1.42541 -0.92744 5.38450 0.006 -0.073 0.081
C 1.60755 -1.65973 4.20573 0.017 -0.131 0.046
Cl 2.20356 -3.25418 4.23665 0.000 -0.016 0.032
C 1.29178 -1.06959 2.99335 -0.037 0.020 -0.309
Cl 1.45709 -1.91756 1.48190 -0.044 -0.012 0.104
C 0.80381 0.21911 2.93715 0.100 -0.126 -0.024
O 0.50937 0.79534 1.72712 0.450 0.779 0.096
C 0.63314 0.93969 4.09889 -0.089 0.291 -0.045
Cl 0.06909 2.56866 3.91316 -0.076 -0.146 0.076
C 0.93967 0.38246 5.33164 -0.054 0.060 0.134
Cl 0.69895 1.29831 6.74437 0.034 -0.023 0.044
Cl 2.51915 3.89530 2.11547 0.025 -0.063 0.043
Ge 1.29923 2.45393 1.27827 -0.420 -0.620 -0.061
Cl 2.64530 1.26848 -0.05033 0.470 0.448 -0.062
Cl -0.31257 2.92540 0.01394 0.073 0.467 0.121